*P*
Molecular formula: C6H10OS
Method: DFT, ωB97M-V/def2-TZVPD

Geometry as ORCA input:
```
! wB97M-V def2-TZVPD RIJCOSX def2/J DEFGRID3
* xyz 0 1
C 0.1047 -1.6974 0.3217
C 0.5152 -0.6225 -0.6354
C -0.9537 -2.5107 -0.0461
C 0.3317 0.7640 0.0986
C -0.7014 0.6857 1.2368
C 0.1211 1.9174 -0.8297
O 2.8489 1.0375 -0.8221
S 2.0783 0.1651 0.0924
H 0.5932 -1.6593 1.2884
H 0.4188 -0.6148 -1.7025
H -1.5428 -2.4332 -0.9331
H -1.3976 -3.3111 0.6301
H -1.1910 1.6572 1.2929
H -0.2987 0.3680 2.2414
H -1.3755 -0.1380 1.0272
H -0.9228 2.1783 -1.0014
H 0.6105 1.5270 -1.8163
H 0.7612 2.6869 -0.4429
*
```

Summary:
HOMO in Ha: -0.3249
Molar mass in g mol⁻¹: 130.212
Orbital gap in Eh: 0.3541
E_LUMO in eV: 0.80



*Q*
Molecular formula: C6H10OS
Method: DFT, ωB97M-V/def2-TZVPD

Geometry as ORCA input:
```
! wB97M-V def2-TZVPD RIJCOSX def2/J DEFGRID3
* xyz 0 1
C -2.0973 0.0962 0.1267
C -0.5344 0.0825 -0.1274
C 0.2895 -0.4183 1.0448
C 1.4260 -0.9430 0.0491
C 0.3105 -0.9757 -0.9581
C -0.1069 1.5262 -0.4687
H -2.6423 0.7183 -0.7447
H -2.4589 -0.9009 0.0904
H -2.3196 0.4765 1.2243
H -0.5357 -1.2725 1.3806
H 0.7064 0.2993 1.8840
H 2.0016 -1.9661 0.4338
H 2.2811 1.4158 0.4203
H -0.1059 -2.0002 -1.0666
H 0.5580 -0.4999 -1.9243
H -0.5927 2.0146 -1.4735
O 0.8261 2.1145 0.1687
S 2.9944 0.2326 -0.0593
*
```

Summary:
HOMO in Ha: -0.3193
Molar mass in g mol⁻¹: 130.212
Orbital gap in Eh: 0.3276
E_LUMO in eV: 0.23
Structure (SMILES): C[C@]1(C=O)C[C@@H](S)C1



Which structure loses on stability? *Q* does.



*P*
Molecular formula: C6H10OS
Method: DFT, ωB97M-V/def2-TZVPD

Geometry as ORCA input:
```
! wB97M-V def2-TZVPD RIJCOSX def2/J DEFGRID3
* xyz 0 1
C 0.1258 0.4092 2.2741
C 0.5533 0.9621 0.8706
C 1.4953 0.0479 0.0692
C 0.7690 -0.3398 -1.3446
C -0.3835 0.5032 -1.5194
C -0.5081 1.3381 -0.2913
H -0.9557 -1.0099 1.4093
H -0.0944 1.2802 2.8123
H 1.1168 0.0224 2.5999
H 1.1034 1.9215 1.0361
H 1.6805 -0.9738 0.6148
H 2.5181 0.4323 -0.1875
H 1.5823 -0.2597 -2.0981
H -0.7547 0.9560 -2.5422
H -0.0773 2.3561 -0.6261
H -1.4050 1.4513 0.2648
O -0.9532 -0.5507 2.2512
S -0.5875 -1.2059 -1.3528
*
```

Summary:
HOMO in Ha: -0.3281
Molar mass in g mol⁻¹: 130.212
Orbital gap in Eh: 0.3566
E_LUMO in eV: 0.78
Structure (SMILES): OC[C@@H]1C[C@@H]2S[C@@H]2C1



*Q*
Molecular formula: C6H10OS
Method: DFT, ωB97M-V/def2-TZVPD

Geometry as ORCA input:
```
! wB97M-V def2-TZVPD RIJCOSX def2/J DEFGRID3
* xyz 0 1
C -1.6082 -1.2255 0.0283
C -0.7742 -0.0077 0.3876
C 0.4395 -0.1952 1.3929
C 1.2669 -0.5590 0.0147
C 0.3542 0.5127 -0.5774
C 0.7327 1.5973 0.2321
H -2.6975 -1.1578 0.5992
H -1.0678 -2.1936 0.0926
H -1.7764 -1.0613 -1.1748
H -1.6726 0.7394 0.4620
H 0.4401 -0.8295 2.3062
H 2.2613 -0.1705 0.0343
H 1.0367 -1.4637 -0.8070
H 0.1947 -0.5568 -2.7263
H 0.1342 2.6619 0.3917
H 1.7485 2.0418 0.1026
O 0.6508 1.0969 1.6319
S 0.3371 0.7708 -2.3905
*
```

Summary:
HOMO in Ha: -0.3301
Molar mass in g mol⁻¹: 130.212
Orbital gap in Eh: 0.3555
E_LUMO in eV: 0.69
Structure (SMILES): C[C@H]1[C@H]2C[C@]1(S)CO2



Which structure loses on stability? *Q* does.



*P*
Molecular formula: C3H8N4O2
Method: DFT, ωB97M-V/def2-TZVPD

Geometry as ORCA input:
```
! wB97M-V def2-TZVPD RIJCOSX def2/J DEFGRID3
* xyz 0 1
C -0.4438 -1.4324 0.3539
C 2.7096 -0.2221 -0.0329
C -2.5264 1.8657 -0.4259
H -1.1123 -2.5381 -1.1974
H -2.2763 -2.2136 -0.0303
H 4.2521 0.7108 0.8263
H 2.8834 1.4651 0.9506
H -2.0834 0.8100 -0.4685
H -2.6004 2.3546 -1.3755
H -1.7935 2.3711 0.2667
H -3.5684 1.7867 0.0389
N -1.3255 -2.4443 -0.2329
N 0.7184 -1.2396 -0.1261
N 1.4583 -0.1596 0.3596
N 3.4615 0.9324 0.3106
O -1.0355 -0.8698 1.3296
O 3.2822 -1.1770 -0.5465
*
```

Summary:
HOMO in Ha: -0.3915
Molar mass in g mol⁻¹: 132.123
Orbital gap in Eh: 0.2647
E_LUMO in eV: -3.45
Structure (SMILES): NC(=O)/N=N/C(N)=O.C



*Q*
Molecular formula: C3H8N4O2
Method: DFT, ωB97M-V/def2-TZVPD

Geometry as ORCA input:
```
! wB97M-V def2-TZVPD RIJCOSX def2/J DEFGRID3
* xyz 0 1
C -1.0576 -1.0952 -1.0083
N -0.2364 1.1473 -0.4058
C 0.8856 -0.7731 0.3239
C -1.4510 0.2359 -0.4454
N -0.3754 2.3516 0.3169
N 1.5609 -0.8295 1.5046
O 1.7590 -0.6832 -0.7156
N -0.2969 -1.3686 0.2299
O -2.5156 0.6070 0.0276
H 1.5936 -1.3910 -1.3544
H 0.5201 1.1040 -1.0841
H -1.3818 2.4552 0.5049
H 0.0525 2.2153 1.2344
H 0.9663 -0.9501 2.3136
H 2.3718 -0.2295 1.5594
H -1.9214 -1.7586 -1.0727
H -0.4738 -1.0375 -1.9289
*
```

Summary:
HOMO in Ha: -0.3041
Molar mass in g mol⁻¹: 132.123
Orbital gap in Eh: 0.3204
E_LUMO in eV: 0.44
Structure (SMILES): NNC(=O)C/N=C(/N)O



*R*
Molecular formula: C3H8N4O2
Method: DFT, ωB97M-V/def2-TZVPD

Geometry as ORCA input:
```
! wB97M-V def2-TZVPD RIJCOSX def2/J DEFGRID3
* xyz 0 1
C -1.5309 0.1943 -0.0592
C 1.8015 -0.7186 0.5924
C 2.5543 0.3384 -0.1792
H -2.9190 -0.6330 -1.3126
H -1.2808 -1.3038 -1.4057
H -2.2023 1.6988 1.1744
H -2.7595 1.7028 -0.5561
H 0.1130 -1.7448 0.6724
H 1.8249 -0.3601 1.6463
H 2.4371 -1.6124 0.4502
H 0.8821 1.1768 -0.1889
N -2.0414 -0.8033 -0.8657
N -2.4609 1.1772 0.3162
N -0.3653 0.1863 0.4854
N 0.4112 -0.9544 0.1317
O 1.8034 1.3793 -0.4232
O 3.7327 0.2764 -0.4786
*
```

Summary:
HOMO in Ha: -0.3286
Molar mass in g mol⁻¹: 132.123
Orbital gap in Eh: 0.3464
E_LUMO in eV: 0.49
Structure (SMILES): NC(N)=NNCC(=O)O



Which structure loses on stability? *P* does.



*P*
Molecular formula: C2H5ClN2O
Method: DFT, ωB97M-V/def2-TZVPD

Geometry as ORCA input:
```
! wB97M-V def2-TZVPD RIJCOSX def2/J DEFGRID3
* xyz 0 1
C 0.6695 0.0574 0.2010
C -1.6614 -0.1597 -0.1354
N 0.6001 1.3272 0.1962
N 1.7712 -0.7079 0.4570
O -0.3810 -0.7620 0.0200
Cl 3.3545 0.0017 -0.1206
H -2.5155 -0.7784 -0.3934
H -1.5598 0.6946 -0.8945
H -1.8278 0.3354 0.7310
H -0.1633 1.6744 -0.2610
H 1.7136 -1.6826 0.1997
*
```

Summary:
HOMO in Ha: -0.3519
Molar mass in g mol⁻¹: 108.528
Orbital gap in Eh: 0.3559
E_LUMO in eV: 0.11
Structure (SMILES): [H]/N=C(/NCl)OC



*Q*
Molecular formula: C2H5ClN2O
Method: DFT, ωB97M-V/def2-TZVPD

Geometry as ORCA input:
```
! wB97M-V def2-TZVPD RIJCOSX def2/J DEFGRID3
* xyz 0 1
C 0.8645 -1.5317 -1.5185
C -0.0242 1.5605 0.7511
N -0.8055 -0.9006 1.1193
N -0.1365 -0.6956 0.0391
O 0.2455 0.4737 -0.1575
Cl 1.2532 -0.2450 -2.5865
H 0.0040 -2.0988 -1.7964
H -0.3713 1.0177 1.6719
H -0.8955 2.1601 0.1916
H 0.9220 2.0682 0.9270
H -1.0562 -1.8084 1.3588
*
```

Summary:
HOMO in Ha: -0.2856
Molar mass in g mol⁻¹: 108.528
Orbital gap in Eh: 0.3011
E_LUMO in eV: 0.42



Which structure loses on stability? *Q* does.